3 unconnected molecules or ions with the total composition CHFN2O3. Source: the OMol25 dataset; level of theory: wB97M-V/def2-TZVPD.

Each line ends with the Mulliken charge.
CARTESIAN COORDINATES (ANGSTROEM)
C (0.5578, -1.1750, 1.1073)  0.217
N (0.5877, 1.4550, 0.2425)  -0.012
N (-0.9114, 1.5625, -1.9756)  0.334
O (-0.3839, 1.1068, -0.2559)  -0.130
O (-1.5342, 0.7467, -2.4479)  -0.193
O (-0.5667, -0.9143, 1.3306)  -0.366
F (0.9895, -2.4014, 0.7149)  -0.218
H (1.2611, -0.3803, 1.2842)  0.367

As for the energy above the lowest of the compared OMol25 structures with the same formula, charge and spin: 3.320 eV. The HOMO-LUMO gap (alpha / beta) is 6.90 / 7.01 eV.

---

A molecular structure, C49H57BrFeN5O2Sb. Source: the OMol25 dataset; level of theory: wB97M-V/def2-TZVPD.

Each line ends with the Mulliken spin population.
CARTESIAN COORDINATES (ANGSTROEM)
Fe (-0.6467, -0.4265, 0.4556)  2.896
O (-1.3108, -4.0530, 1.9512)  0.002
C (-1.1424, -5.0408, 1.0450)  0.002
C (-1.4377, -6.3529, 1.3941)  -0.001
C (-1.2730, -7.3704, 0.4650)  0.001
C (-0.8244, -7.0900, -0.8191)  0.000
C (-0.5310, -5.7750, -1.1612)  0.000
C (-0.6720, -4.7478, -0.2408)  0.000
C (-0.3113, -3.3133, -0.5800)  -0.001
O (-1.1925, -2.3825, -0.1330)  -0.010
N (1.0515, -3.0572, 0.0336)  -0.006
N (1.1852, -1.9736, 0.7410)  0.001
C (2.1843, -1.7466, 1.5138)  0.014
C (2.2100, -0.5191, 2.2948)  -0.034
Br (0.4319, 0.1919, 2.6280)  0.022
C (3.2336, 0.1472, 2.8251)  -0.003
C (4.6671, -0.1407, 2.6370)  0.004
C (5.5515, 0.2563, 3.6443)  -0.001
C (6.9108, 0.0101, 3.5423)  0.000
C (7.4174, -0.6368, 2.4232)  0.000
C (6.5540, -1.0106, 1.4032)  0.000
C (5.1943, -0.7541, 1.4975)  -0.002
H (-1.3535, -3.2199, 1.4180)  0.026
H (-1.8047, -6.5563, 2.3940)  0.000
H (-1.5081, -8.3910, 0.7439)  0.000
H (-0.7061, -7.8830, -1.5468)  0.000
H (-0.1814, -5.5370, -2.1626)  0.000
H (-0.1637, -3.2610, -1.6719)  0.005
H (1.6682, -3.8435, 0.1938)  0.002
H (2.9865, -2.4665, 1.6691)  0.003
H (3.0081, 0.9745, 3.4911)  -0.001
H (5.1572, 0.7536, 4.5240)  0.000
H (7.5777, 0.3262, 4.3350)  0.000
H (8.4782, -0.8357, 2.3354)  0.000
H (6.9470, -1.4956, 0.5178)  0.000
H (4.5476, -0.9982, 0.6648)  0.001
C (-6.2959, 0.1299, -1.1568)  -0.001
C (-4.8029, 0.2473, -1.4462)  0.014
C (-4.3921, -0.8002, -2.4825)  -0.003
C (-4.4791, 1.6343, -1.9959)  -0.002
Sb (-3.4638, -0.0729, 0.2896)  0.068
C (-4.4308, -1.6735, 1.4790)  0.005
C (-5.8441, -1.3702, 1.9696)  -0.001
C (-4.4412, -2.9068, 0.5716)  0.004
C (-3.5275, -1.9221, 2.6953)  -0.032
C (-3.7990, 1.7702, 1.5080)  -0.008
C (-2.8331, 2.8036, 0.9270)  -0.027
C (-3.3944, 1.4767, 2.9489)  0.014
C (-5.2241, 2.3215, 1.4944)  -0.001
H (-6.8554, 0.5002, -2.0265)  0.000
H (-6.6077, 0.7124, -0.2897)  0.000
H (-6.5913, -0.9095, -1.0024)  0.000
H (-5.0090, -0.6822, -3.3838)  0.000
H (-4.5269, -1.8202, -2.1180)  -0.001
H (-3.3441, -0.6815, -2.7735)  0.000
H (-4.9293, 1.7470, -2.9918)  -0.001
H (-3.4050, 1.7871, -2.0967)  0.004
H (-4.8787, 2.4305, -1.3668)  0.002
H (-6.5593, -1.2840, 1.1544)  0.000
H (-5.8844, -0.4562, 2.5668)  0.000
H (-6.1778, -2.1962, 2.6123)  0.001
H (-5.1646, -2.7905, -0.2408)  0.000
H (-4.7382, -3.7882, 1.1543)  0.000
H (-3.4581, -3.1023, 0.1359)  0.000
H (-3.8027, -1.2764, 3.5288)  0.000
H (-2.4673, -1.7582, 2.4873)  0.014
H (-3.6297, -2.9603, 3.0279)  -0.001
H (-1.8089, 2.4185, 0.9373)  0.009
H (-2.8502, 3.7199, 1.5337)  0.001
H (-3.0781, 3.0762, -0.1033)  0.006
H (-2.4284, 0.9660, 3.0088)  -0.008
H (-4.1380, 0.8661, 3.4629)  -0.001
H (-3.3051, 2.4223, 3.5012)  0.000
H (-5.5294, 2.6496, 0.5009)  0.000
H (-5.2879, 3.1943, 2.1596)  0.000
H (-5.9493, 1.5873, 1.8493)  0.000
C (0.8409, 5.1750, -0.2989)  -0.143
C (1.4488, 4.0482, 0.1908)  0.449
C (0.9463, 2.6962, -0.2080)  -0.009
C (0.0513, 2.7712, -1.3987)  0.046
C (-0.0552, 1.5298, -1.9833)  0.027
C (-0.7571, 1.3606, -3.1616)  0.117
C (-1.3461, 2.5064, -3.7170)  -0.046
C (-1.2253, 3.7581, -3.1403)  0.057
C (-0.4880, 3.9213, -1.9493)  -0.075
C (-0.1373, 5.1609, -1.3138)  0.533
H (1.1451, 6.1389, 0.0957)  0.001
H (2.1887, 4.1213, 0.9807)  0.003
H (0.3622, 2.3379, 0.6563)  0.114
H (-0.8261, 0.4002, -3.6581)  0.000
H (-1.9012, 2.4058, -4.6424)  0.000
H (-1.6678, 4.6232, -3.6231)  -0.003
H (-0.5712, 6.0920, -1.6568)  0.012
C (2.4670, -0.5940, -2.3911)  0.005
C (1.2181, -0.5344, -1.9380)  0.023
N (0.7639, 0.6149, -1.2417)  -0.052
C (1.8207, 1.4597, -0.5930)  0.004
C (3.0303, 1.6243, -1.5231)  -0.005
C (3.3219, 0.5806, -2.3123)  0.004
C (3.7799, 2.8802, -1.5091)  -0.003
C (5.0816, 3.2090, -1.5593)  0.004
C (6.3288, 2.4346, -1.6066)  0.000
C (7.5120, 3.0801, -1.2401)  0.000
C (8.6848, 2.3585, -1.2821)  0.000
N (8.7302, 1.0812, -1.6667)  0.000
C (7.5571, 0.5577, -2.0057)  0.000
N (6.3706, 1.1549, -1.9945)  0.000
H (2.8171, -1.4781, -2.9080)  0.000
H (0.4750, -1.3074, -2.0994)  -0.021
H (2.1572, 0.9468, 0.3091)  -0.005
H (4.1888, 0.6257, -2.9545)  0.000
H (3.1346, 3.7427, -1.4031)  -0.011
H (5.2728, 4.2757, -1.4819)  0.000
H (7.5118, 4.1162, -0.9279)  0.000
H (9.6311, 2.8103, -1.0035)  0.000
H (7.5667, -0.4772, -2.3361)  0.000

As for the energy above the lowest of the compared OMol25 structures with the same formula, charge and spin: 1.801 eV. Its multiplicity is 5. The HOMO-LUMO gap (alpha / beta) is 6.84 / 5.33 eV.

---

A single C4H3FN2S molecule. Source: the OMol25 dataset; level of theory: wB97M-V/def2-TZVPD.

Each line ends with the Mulliken charge.
CARTESIAN COORDINATES (ANGSTROEM)
C (-1.7198, -0.5839, -0.0475)  -0.313
C (-0.4722, -0.0557, 0.0545)  0.532
C (1.7611, 0.0192, -0.0165)  0.088
C (-0.0173, 1.3656, 0.0286)  -0.090
H (-1.9411, -1.6860, -0.0827)  0.250
H (0.5703, -1.7931, -0.4078)  0.276
H (-0.5980, 2.3585, -0.1606)  0.326
N (0.6984, -0.8049, -0.0414)  -0.119
N (1.2870, 1.3432, 0.0078)  -0.405
F (-2.9112, 0.0533, 0.3982)  -0.236
S (3.3427, -0.2162, 0.2675)  -0.310

As for the SMILES: F/C=C1\C=NC(=S)N1. As for the energy above the lowest of the compared OMol25 structures with the same formula, charge and spin: 2.094 eV. The HOMO-LUMO gap is 7.45 eV.

---

A molecular structure, C18H29N6O6Ti. Source: the OMol25 dataset; level of theory: wB97M-V/def2-TZVPD.

Each line ends with the Mulliken spin population.
CARTESIAN COORDINATES (ANGSTROEM)
Ti (1.0118, -0.7557, 0.6465)  1.816
N (3.1651, 1.9751, 0.1206)  0.024
C (1.9004, 2.6335, 0.4446)  0.042
C (1.4298, 2.1238, 1.8172)  -0.031
O (1.4086, 2.9507, 2.7531)  0.002
N (1.1309, 0.8320, 1.9058)  -0.025
C (0.8924, 0.4053, 3.2760)  0.035
C (0.6999, -1.1155, 3.3868)  0.012
O (0.5105, -1.5983, 4.5108)  0.016
O (0.7518, -1.7813, 2.2956)  -0.017
H (3.8161, 2.0862, 0.8884)  -0.007
H (3.5854, 2.3438, -0.7242)  0.006
H (1.1547, 2.3997, -0.3233)  0.005
H (2.0066, 3.7234, 0.5137)  0.001
H (0.0115, 0.8975, 3.7065)  -0.003
H (1.7362, 0.6839, 3.9183)  0.001
N (1.2509, -4.0241, -1.6686)  -0.005
C (0.1877, -3.4751, -2.5144)  -0.007
C (-1.1466, -3.4659, -1.7786)  0.006
C (-1.3631, -2.3118, -0.7727)  0.014
O (-2.5374, -2.0523, -0.4739)  0.037
O (-0.3421, -1.6762, -0.3454)  -0.058
H (2.1508, -3.7362, -2.0312)  0.001
H (1.1919, -3.5908, -0.7546)  0.005
H (0.1092, -4.1233, -3.3959)  0.002
H (0.4016, -2.4597, -2.8737)  0.005
H (-1.2458, -4.4119, -1.2375)  0.001
H (-1.9731, -3.3966, -2.4873)  -0.001
C (-2.4288, 2.5702, 1.6112)  0.008
C (-3.9672, 2.4949, 1.4040)  0.000
N (-4.3322, 1.2401, 0.7446)  0.001
C (-3.6444, 1.1598, -0.5488)  0.011
C (-2.1107, 1.2572, -0.3381)  0.044
N (-1.8070, 1.3616, 1.0882)  -0.078
C (-2.3431, 0.1954, 1.8010)  0.036
C (-3.8760, 0.1106, 1.5726)  0.002
H (-2.1675, 2.6506, 2.6691)  0.001
H (-1.9926, 3.4302, 1.0943)  0.002
H (-4.3305, 3.3211, 0.7825)  0.000
H (-4.5022, 2.5387, 2.3584)  0.000
H (-4.0266, 1.9662, -1.1860)  0.000
H (-3.9063, 0.2004, -0.9979)  -0.001
H (-1.6958, 2.1415, -0.8343)  -0.010
H (-1.6080, 0.3735, -0.7245)  0.006
H (-2.1090, 0.3113, 2.8616)  0.005
H (-1.8458, -0.7089, 1.4305)  -0.018
H (-4.4317, 0.1453, 2.5158)  0.000
H (-4.1251, -0.8110, 1.0464)  0.000
O (2.6832, -1.4463, 0.1414)  0.078
N (2.9324, -1.0697, -1.1415)  0.288
C (2.0156, -0.2389, -1.7740)  0.018
C (2.3437, 0.3757, -2.9450)  0.017
C (3.6262, 0.1965, -3.5280)  0.429
C (4.5479, -0.6182, -2.8353)  -0.124
C (4.2031, -1.2220, -1.6595)  0.168
H (1.0828, -0.0690, -1.2265)  0.142
H (1.6099, 1.0110, -3.4249)  0.003
H (3.8957, 0.6747, -4.4594)  0.052
H (5.5453, -0.7838, -3.2245)  -0.002
H (4.8688, -1.8389, -1.0763)  0.045

The net charge is -2. As for the energy above the lowest of the compared OMol25 structures with the same formula, charge and spin: 1.765 eV. Its multiplicity is 4. The HOMO-LUMO gap (alpha / beta) is 3.76 / 7.02 eV.

---

A molecular structure, C14H15N2O7V. Source: the OMol25 dataset; level of theory: wB97M-V/def2-TZVPD.

Each line ends with the Mulliken charge.
CARTESIAN COORDINATES (ANGSTROEM)
O (1.0502, -0.3548, -3.8544)  -0.666
V (-0.1559, -1.3045, -3.5500)  1.545
O (0.4651, -2.7402, -3.4339)  -0.813
C (0.0985, 0.3326, -0.7672)  -1.200
C (-0.5201, -0.9084, -1.3694)  -0.397
O (-1.1809, -0.7194, -2.6412)  -0.805
H (0.9020, 0.7052, -1.4025)  0.620
H (0.4960, 0.0673, 0.2124)  0.747
H (-0.7643, 0.9819, -0.6185)  0.101
H (-1.2334, -1.4416, -0.7409)  0.928
H (0.2472, -1.6462, -1.6041)  0.181
C (0.5053, -4.8421, -0.0111)  -0.594
C (0.0276, -5.3077, 1.1950)  -0.409
C (-0.4669, -4.4597, 2.2004)  -0.582
C (-0.3861, -3.0812, 1.9950)  -0.195
C (-0.0394, -2.6108, 0.6841)  0.083
C (0.4682, -3.4452, -0.3178)  -0.146
N (-0.4724, -2.1774, 3.2118)  0.916
O (-0.7382, -0.9929, 2.9876)  -0.550
O (-0.4943, -2.6174, 4.3350)  -0.586
H (0.9244, -5.5365, -0.7242)  0.405
H (0.0638, -6.3761, 1.3488)  0.361
H (-0.7174, -4.7978, 3.1951)  0.422
H (-0.1525, -1.5420, 0.5779)  0.236
H (0.7170, -3.2023, -1.3403)  0.339
C (0.4505, 3.7378, -1.7556)  -0.387
C (-0.0704, 2.7606, -0.8762)  -0.282
C (-0.2281, 2.9809, 0.4394)  -0.258
C (-0.0727, 4.3168, 0.8792)  -0.210
C (0.5199, 5.2712, 0.0382)  -0.389
C (0.7571, 5.0046, -1.2943)  -0.647
N (-0.3605, 4.7128, 2.2954)  0.934
O (0.2717, 5.6752, 2.7829)  -0.570
O (-1.2398, 4.0802, 2.8104)  -0.543
H (0.6248, 3.4517, -2.7823)  0.419
H (-0.3486, 1.8915, -1.4537)  0.647
H (-0.7392, 2.2090, 0.9955)  0.554
H (0.6287, 6.2775, 0.4149)  0.415
H (1.1629, 5.6478, -2.0612)  0.375

As for the energy above the lowest of the compared OMol25 structures with the same formula, charge and spin: 4.206 eV. The HOMO-LUMO gap is 8.44 eV.

---

2 unconnected molecules or ions with the total composition C6H16N2O. Source: the OMol25 dataset; level of theory: wB97M-V/def2-TZVPD.

Each line ends with the Mulliken charge.
CARTESIAN COORDINATES (ANGSTROEM)
C (-0.0824, -1.3798, 0.8322)  -0.527
N (-1.3086, -1.4008, 0.1045)  -0.253
C (-1.9516, -0.0654, 0.0316)  -0.570
N (-1.3433, 0.8212, -0.9937)  -0.398
C (1.1659, -0.7954, 0.1752)  -0.130
C (2.0343, 0.2840, 0.8183)  -0.807
C (1.6108, 1.6726, 0.7047)  -0.060
C (0.5788, 1.9353, 1.4696)  -0.678
H (-0.0222, -2.3642, 1.2807)  0.416
H (-0.2316, -0.5648, 1.7359)  0.036
H (-1.1750, -1.8840, -0.7496)  0.283
H (-2.0089, 0.4521, 1.0199)  0.282
H (-3.0547, -0.2566, -0.3022)  0.327
H (-0.5056, 1.2939, -0.7865)  0.071
H (-2.0231, 1.3899, -1.4255)  0.232
H (1.7594, -1.5201, -0.3358)  0.445
H (0.7384, -0.2640, -0.7237)  0.013
H (2.1883, 0.0501, 1.8598)  0.338
H (3.0471, 0.2422, 0.2919)  0.289
H (1.9330, 2.3988, -0.0316)  0.339
H (-0.0661, 1.1008, 2.0218)  0.185
H (0.0278, 2.8949, 1.6313)  0.214
H (0.1973, -1.8159, -2.9495)  0.332
H (-0.8531, -0.7724, -2.5023)  0.343
O (-0.6550, -1.4523, -3.1768)  -0.722

As for the SMILES: C=CCCCNCN.O. As for the energy above the lowest of the compared OMol25 structures with the same formula, charge and spin: 3.469 eV. The HOMO-LUMO gap is 9.79 eV.